<A>
Computed, not measured: a cluster of 2 separate species, C3H11NO in total, with the ωB97M-V functional and the def2-TZVPD basis.

## Properties
E_LUMO, eV: 0.51
Gap between HOMO and LUMO, eV: 10.015
HOMO energy, eV: -9.51
Net charge: 0
SMILES: CCCN.O

Last columns: bonded neighbours and bond lengths (Å).
Geometry (Å):
1 C 0.45116 1.10171 -1.88644  C2 1.525, H5 1.091, H6 1.089, H7 1.083
2 C 0.73533 -0.26132 -1.26498  C1 1.525, C3 1.520, H8 1.084, H9 1.088
3 C -0.50398 -0.90413 -0.66490  C2 1.520, N4 1.464, H10 1.098, H11 1.085
4 N -0.16945 -1.76129 0.47393  C3 1.464, H12 1.015, H13 1.016
5 H -0.30287 1.06398 -2.67421  C1 1.091
6 H 0.16760 1.81404 -1.11369  C1 1.089
7 H 1.34958 1.51497 -2.32761  C1 1.083
8 H 1.53464 -0.15402 -0.54021  C2 1.084
9 H 1.12104 -0.92853 -2.03353  C2 1.088
10 H -1.26651 -0.14860 -0.43257  C3 1.098
11 H -0.96986 -1.55997 -1.39291  C3 1.085
12 H 0.33688 -1.24742 1.18795  N4 1.015
13 H -1.02408 -2.02742 0.95486  N4 1.016
14 O -0.52389 1.41796 4.20182  H15 0.963, H16 0.966
15 H 0.28145 1.19156 3.72549  O14 0.963
16 H -1.21706 0.88846 3.78699  O14 0.966

Which charges does natural (NBO) predict for the atoms? In e, they are: atom 1 (C): -0.6018, atom 2 (C): -0.4060, atom 3 (C): -0.2134, atom 4 (N): -0.8218, atom 5 (H): 0.2040, atom 6 (H): 0.1995, atom 7 (H): 0.2087, atom 8 (H): 0.1958, atom 9 (H): 0.2037, atom 10 (H): 0.1560, atom 11 (H): 0.1863, atom 12 (H): 0.3390, atom 13 (H): 0.3495, atom 14 (O): -0.9346, atom 15 (H): 0.4672, atom 16 (H): 0.4677

---

<B>
Computed, not measured: a cluster of 2 separate species, C3H11NO in total, with the ωB97M-V functional and the def2-TZVPD basis.

## Properties
E_LUMO, eV: 0.94
Gap between HOMO and LUMO, eV: 10.629
HOMO energy, eV: -9.69
Net charge: 0
SMILES: NCO.CC

Last columns: bonded neighbours and bond lengths (Å).
Geometry (Å):
1 N 1.89150 1.72360 -1.52760  C2 1.456, H4 1.014, H5 1.004
2 C 2.72603 0.64933 -1.00977  N1 1.456, O3 1.426, H6 1.087, H7 1.096
3 O 3.66763 1.11633 -0.04625  C2 1.426, H8 0.953
4 H 2.00634 2.50266 -0.88829  N1 1.014
5 H 2.12939 2.05485 -2.44554  N1 1.004
6 H 2.14045 -0.11333 -0.50279  C2 1.087
7 H 3.18827 0.16909 -1.88016  C2 1.096
8 H 3.65233 2.06934 -0.02968  O3 0.953
9 C -3.41206 -1.08115 1.09635  C10 1.545, H11 1.098, H12 1.088, H13 1.087
10 C -1.92326 -1.47593 0.97131  C9 1.545, H14 1.087, H15 1.096, H16 1.084
11 H -3.38032 -0.26531 1.83083  C9 1.098
12 H -4.09843 -1.80780 1.52637  C9 1.088
13 H -3.79268 -0.72870 0.14154  C9 1.087
14 H -1.57222 -1.96190 1.87814  C10 1.087
15 H -1.84643 -2.26299 0.21193  C10 1.096
16 H -1.37654 -0.58809 0.67361  C10 1.084

Which charges does natural (NBO) predict for the atoms? In e, they are: atom 1 (N): -0.8444, atom 2 (C): 0.0995, atom 3 (O): -0.7250, atom 4 (H): 0.3433, atom 5 (H): 0.3646, atom 6 (H): 0.1539, atom 7 (H): 0.1480, atom 8 (H): 0.4603, atom 9 (C): -0.6045, atom 10 (C): -0.6042, atom 11 (H): 0.1967, atom 12 (H): 0.2027, atom 13 (H): 0.2017, atom 14 (H): 0.2034, atom 15 (H): 0.1961, atom 16 (H): 0.2078

---

Relative energies, in hartree, with the most stable structure set to zero: <A> 0.0000; <B> 0.0200.